{"formula": "C41H60BiGeN7P3S3SbTe", "method": "the ωB97M-V functional and the def2-TZVPD basis", "symbols": ["Bi", "Te", "Sb", "Ge", "S", "S", "S", "P", "P", "P", "N", "N", "N", "N", "N", "N", "N", "C", "C", "C", "C", "C", "C", "C", "C", "C", "C", "C", "C", "C", "C", "C", "C", "C", "C", "C", "C", "C", "C", "C", "C", "C", "C", "C", "C", "C", "C", "C", "C", "C", "C", "C", "C", "C", "C", "C", "C", "C", "H", "H", "H", "H", "H", "H", "H", "H", "H", "H", "H", "H", "H", "H", "H", "H", "H", "H", "H", "H", "H", "H", "H", "H", "H", "H", "H", "H", "H", "H", "H", "H", "H", "H", "H", "H", "H", "H", "H", "H", "H", "H", "H", "H", "H", "H", "H", "H", "H", "H", "H", "H", "H", "H", "H", "H", "H", "H", "H", "H"], "coordinates": [[2.867, 0.672, -0.778], [3.142, 3.456, -1.910], [6.213, 0.621, -2.115], [-0.947, -0.256, 0.053], [4.839, -0.999, -0.835], [6.961, -0.611, -3.857], [3.891, 1.443, -3.070], [0.671, -0.776, -2.969], [0.707, 2.713, 1.506], [1.731, -2.131, 0.715], [7.563, 3.946, 2.723], [6.215, 1.972, 2.119], [-3.102, -0.505, 0.509], [-0.928, -1.799, 1.280], [-1.688, 1.269, 1.705], [4.062, 1.621, 1.034], [-1.613, -1.426, -1.523], [-5.340, 2.506, 0.089], [1.694, 3.442, 2.923], [2.823, -2.650, 3.353], [-4.161, -1.680, 3.927], [2.277, -4.966, 1.001], [1.427, -1.856, -4.291], [-0.312, 0.591, -3.762], [-4.663, 3.365, 0.943], [0.131, 4.175, 0.514], [-0.680, 5.267, 1.207], [2.856, -1.428, -4.624], [2.510, -1.582, 2.311], [-0.799, 2.129, 2.446], [0.929, 3.990, 4.130], [-3.102, -2.526, 4.207], [-2.865, -1.921, -1.470], [-1.632, 0.212, -4.433], [-4.989, -1.919, -0.264], [-3.097, -1.105, 1.859], [0.625, -2.090, -5.571], [6.893, 3.054, 2.404], [-3.471, 3.002, 1.552], [0.099, -2.811, 1.257], [-3.703, -1.455, -0.430], [-4.831, 1.215, -0.089], [-2.875, 1.736, 1.315], [2.674, -3.677, 0.275], [5.100, 1.848, 1.533], [-3.669, 0.836, 0.537], [0.552, 1.458, -4.680], [-5.537, -2.843, -1.149], [-2.018, -2.641, 3.342], [-0.609, 3.670, -0.728], [2.604, -3.902, -1.237], [-3.437, -2.873, -2.348], [-4.152, -0.971, 2.725], [-1.965, -1.886, 2.159], [1.648, -0.475, 2.920], [2.712, 4.460, 2.413], [-0.685, -1.952, -2.486], [-4.742, -3.306, -2.188], [0.673, 0.988, -5.660], [3.284, 4.067, 1.571], [-0.377, 1.567, 3.290], [-1.562, 3.213, -0.462], [3.547, -3.381, 2.993], [1.640, 4.373, 4.869], [2.880, -0.444, -5.096], [-0.200, 5.644, 2.109], [1.922, -3.180, 3.673], [-4.988, -1.575, 4.617], [-0.566, 1.195, -2.883], [0.231, -3.284, 2.233], [-6.548, -3.202, -1.011], [1.493, -2.815, -3.760], [-5.356, 0.511, -0.721], [2.231, 5.389, 2.097], [3.423, 4.708, 3.205], [3.017, -5.744, 0.793], [-1.484, -0.451, -5.286], [3.040, -3.066, -1.785], [1.422, 0.306, 2.191], [-1.180, -2.251, -3.415], [3.312, -2.140, -5.319], [-0.377, -2.476, -5.384], [1.075, 4.611, 0.171], [3.460, -1.141, 1.982], [-6.249, 2.809, -0.412], [-5.139, -4.037, -2.884], [-1.677, 4.906, 1.470], [-2.985, 3.713, 2.208], [1.149, -2.818, -6.198], [1.565, -4.027, -1.556], [-0.155, -3.618, 0.553], [-0.012, 2.933, -1.267], [3.248, -2.175, 4.243], [0.325, 3.226, 4.620], [1.544, 1.645, -4.271], [2.207, -4.853, 2.082], [0.694, -0.871, 3.279], [1.314, -5.333, 0.641], [0.264, 4.812, 3.860], [-3.102, -3.106, 5.123], [3.707, -3.419, 0.533], [-2.321, -0.265, -3.735], [-2.116, 1.120, -4.806], [2.167, -0.009, 3.762], [0.072, 2.427, -4.834], [-1.202, -3.299, 3.608], [-5.065, 4.354, 1.137], [-2.845, -3.289, -3.151], [3.492, -1.381, -3.739], [3.143, -4.813, -1.512], [-0.172, -2.851, -2.108], [-5.572, -1.563, 0.575], [-0.814, 6.115, 0.527], [-0.815, 4.502, -1.409], [2.271, 2.576, 3.266], [0.532, -1.171, -6.152], [-4.971, -0.310, 2.465], [-1.301, 2.996, 2.890]], "forces_ev_per_angstrom": [[-0.503, -0.248, 0.215], [0.106, 0.271, -0.031], [-0.068, -0.057, 0.006], [0.049, 0.010, -0.030], [0.004, 0.062, -0.004], [0.000, 0.008, -0.008], [0.266, 0.091, -0.327], [0.051, -0.006, 0.077], [0.008, -0.021, -0.027], [0.290, -0.035, 0.021], [0.022, 0.021, -0.007], [0.273, -0.392, 0.175], [-0.136, -0.023, 0.043], [-0.015, 0.046, 0.112], [0.048, -0.032, 0.065], [0.037, -0.116, 0.195], [-0.031, 0.149, -0.034], [0.049, -0.004, 0.023], [-0.006, -0.006, -0.031], [0.024, 0.002, 0.022], [0.040, 0.004, -0.011], [-0.011, 0.010, 0.007], [0.021, -0.015, -0.018], [-0.050, 0.013, 0.016], [0.000, -0.037, 0.002], [-0.062, 0.011, -0.012], [-0.035, 0.020, -0.004], [-0.001, -0.001, -0.030], [0.015, 0.017, 0.007], [-0.036, 0.003, 0.005], [0.001, 0.016, 0.020], [-0.002, 0.001, -0.016], [-0.064, -0.095, 0.021], [0.003, 0.031, -0.013], [-0.045, -0.013, -0.030], [0.035, 0.060, -0.162], [0.009, -0.018, -0.005], [-0.145, 0.194, -0.031], [-0.022, 0.032, 0.025], [-0.051, 0.031, -0.043], [0.070, 0.090, 0.082], [-0.028, 0.025, -0.013], [-0.076, 0.054, -0.078], [-0.024, -0.020, 0.015], [-0.165, 0.156, -0.140], [0.072, -0.092, -0.009], [0.004, -0.011, -0.026], [0.063, -0.006, -0.025], [-0.010, 0.041, -0.020], [-0.024, -0.008, -0.003], [-0.030, 0.001, 0.003], [0.047, -0.003, 0.028], [-0.049, -0.012, 0.046], [0.015, -0.041, 0.012], [-0.022, -0.045, 0.013], [0.035, -0.003, -0.033], [0.053, -0.025, 0.049], [-0.035, 0.017, 0.018], [0.029, -0.013, 0.005], [-0.051, 0.013, -0.040], [0.006, -0.021, -0.004], [-0.044, -0.010, 0.024], [-0.002, 0.010, -0.004], [0.003, -0.007, 0.000], [-0.001, -0.008, -0.002], [0.034, 0.024, -0.034], [-0.008, 0.002, 0.000], [-0.002, -0.008, 0.007], [0.011, 0.024, 0.030], [0.009, -0.018, 0.021], [-0.004, -0.001, -0.008], [0.002, -0.002, -0.015], [-0.002, -0.020, 0.005], [-0.036, 0.022, -0.001], [0.000, 0.015, 0.001], [-0.003, -0.003, -0.005], [0.002, 0.007, -0.007], [-0.002, 0.012, 0.027], [0.023, -0.014, -0.006], [-0.035, 0.035, -0.013], [-0.003, -0.008, 0.006], [-0.007, 0.014, 0.015], [0.045, 0.021, -0.001], [-0.012, 0.016, 0.014], [-0.005, 0.005, 0.004], [0.002, -0.003, 0.001], [0.164, 0.079, -0.041], [-0.083, -0.098, -0.035], [-0.007, -0.004, 0.002], [0.007, -0.031, 0.001], [-0.026, -0.010, 0.004], [0.008, 0.004, -0.012], [0.006, 0.004, -0.008], [0.009, 0.006, -0.012], [-0.046, 0.011, 0.014], [0.000, 0.007, -0.023], [0.002, -0.001, 0.007], [-0.017, 0.007, -0.002], [0.039, -0.023, 0.034], [0.001, 0.001, 0.003], [0.005, -0.006, -0.032], [0.009, -0.006, 0.010], [-0.005, -0.004, 0.017], [0.013, -0.012, -0.002], [-0.013, -0.009, -0.024], [0.017, -0.004, 0.011], [0.002, 0.006, -0.003], [0.015, -0.005, 0.007], [-0.011, 0.002, 0.006], [0.027, 0.011, -0.005], [-0.026, -0.028, -0.042], [0.004, 0.006, -0.004], [-0.014, -0.010, -0.011], [0.017, -0.004, -0.005], [-0.020, -0.036, 0.005], [0.010, 0.007, -0.002], [0.012, 0.003, -0.007], [-0.012, -0.053, 0.026]], "total_charge": -2, "homo_lumo_gap_ev": 6.1, "de_lowest_kcal_mol": 10.2}



{"formula": "C41H60Cl3GeN5P3Pt", "method": "the ωB97M-V functional and the def2-TZVPD basis", "symbols": ["Pt", "Ge", "Cl", "Cl", "Cl", "P", "P", "P", "N", "N", "N", "N", "N", "C", "C", "C", "C", "C", "C", "C", "C", "C", "C", "C", "C", "C", "C", "C", "C", "C", "C", "C", "C", "C", "C", "C", "C", "C", "C", "C", "C", "C", "C", "C", "C", "C", "C", "C", "C", "C", "C", "C", "C", "C", "H", "H", "H", "H", "H", "H", "H", "H", "H", "H", "H", "H", "H", "H", "H", "H", "H", "H", "H", "H", "H", "H", "H", "H", "H", "H", "H", "H", "H", "H", "H", "H", "H", "H", "H", "H", "H", "H", "H", "H", "H", "H", "H", "H", "H", "H", "H", "H", "H", "H", "H", "H", "H", "H", "H", "H", "H", "H", "H", "H"], "coordinates": [[-0.201, -0.016, 0.127], [-1.986, -1.634, -0.050], [5.219, 1.586, 1.325], [5.012, -0.717, -0.448], [4.883, 1.987, -1.539], [-0.001, -0.717, 2.417], [-1.876, 1.602, -0.093], [0.204, -0.867, -2.566], [-3.340, -0.581, -0.831], [-1.288, -2.895, -1.507], [-2.227, -2.271, 1.706], [1.898, 0.928, 0.151], [-3.646, -3.153, -0.335], [3.038, 0.947, 0.014], [-2.110, -3.749, -2.112], [-2.798, -5.216, -3.910], [-6.094, -2.833, 0.017], [0.291, 0.215, 3.984], [-4.015, -6.058, 2.014], [-1.146, 0.309, -4.795], [-1.492, -1.723, 2.831], [-3.526, -4.054, 0.806], [-3.671, 1.036, 1.991], [-4.123, -5.142, -3.459], [-4.853, -2.328, -0.312], [2.267, 0.380, -3.949], [-0.801, -1.027, -4.133], [1.137, -3.356, 2.773], [-3.983, 3.220, 0.836], [0.061, -2.635, -1.958], [-7.212, -2.017, -0.081], [-4.071, -5.321, 0.838], [2.708, -1.386, 2.784], [4.505, 0.959, -0.157], [-3.435, -5.493, 3.137], [-0.344, 2.893, -2.068], [-0.230, -1.966, -5.194], [1.396, -1.951, 2.234], [-1.273, 3.148, -0.888], [2.003, -0.799, -3.009], [-5.800, -0.195, -0.813], [-7.052, -0.710, -0.518], [2.678, -2.073, -3.514], [-4.442, -4.438, -2.303], [-3.448, -3.801, -1.597], [-1.803, -4.540, -3.260], [-2.949, 2.181, 1.288], [-2.862, -4.231, 3.095], [-0.582, 1.465, 4.030], [-0.553, 4.006, 0.156], [0.131, -0.621, 5.256], [-3.026, 0.770, -1.268], [-4.659, -0.993, -0.683], [-2.859, -3.500, 1.905], [-1.759, 0.121, -5.677], [2.458, -0.558, -2.043], [-0.338, 2.056, 4.912], [-4.902, -5.661, -3.999], [1.331, 0.543, 3.913], [-7.915, -0.068, -0.619], [-1.214, 4.380, 0.935], [-5.731, 0.834, -1.130], [-0.917, -0.839, 5.459], [0.614, -1.507, -5.707], [-2.166, 3.671, -1.249], [-4.538, 3.569, 1.706], [2.005, -3.984, 2.571], [0.102, -2.925, -4.801], [3.552, -1.956, 2.394], [-0.993, -2.168, -5.947], [-2.138, -1.105, 3.466], [-1.124, -2.521, 3.477], [-8.188, -2.397, 0.177], [-0.014, 3.851, -2.471], [1.940, 0.155, -4.964], [-3.928, 1.369, -1.391], [0.381, -3.341, -2.722], [0.274, -3.827, 2.301], [1.505, -2.045, 1.145], [-0.098, 4.867, -0.331], [-4.104, 1.398, 2.924], [0.735, -2.729, -1.101], [0.541, 2.337, -1.756], [-0.791, -4.600, -3.627], [-4.709, 2.777, 0.153], [-4.489, 0.654, 1.380], [-0.426, 2.089, 3.151], [-2.566, -5.805, -4.785], [-2.517, 0.769, -2.233], [2.739, -1.459, 3.871], [2.263, -2.415, -4.460], [-5.463, -4.401, -1.954], [2.863, -0.339, 2.520], [-4.546, -5.737, -0.037], [-0.824, 2.342, -2.871], [-6.189, -3.854, 0.360], [-4.440, -7.050, 2.052], [-2.258, 2.649, 1.992], [-1.740, -1.457, -3.754], [-1.712, 0.972, -4.148], [3.737, -1.871, -3.681], [0.250, 3.439, 0.634], [-3.420, -6.042, 4.068], [-2.431, -3.829, 3.998], [-1.640, 1.209, 4.092], [2.621, -2.889, -2.794], [1.766, 1.293, -3.624], [0.676, -1.564, 5.213], [-3.549, 4.093, 0.357], [-3.011, 0.203, 2.219], [-0.255, 0.840, -5.128], [0.516, -0.062, 6.108], [3.337, 0.584, -3.991], [0.983, -3.361, 3.852]], "forces_ev_per_angstrom": [[-0.202, 0.142, 0.431], [0.126, 0.251, -0.069], [0.010, -0.021, -0.036], [-0.029, 0.115, -0.004], [-0.001, -0.062, 0.052], [0.038, -0.205, -0.058], [-0.008, -0.036, -0.087], [-0.021, -0.005, -0.063], [-0.127, -0.036, -0.146], [0.065, -0.160, 0.046], [0.017, -0.240, 0.161], [0.376, -0.150, -0.342], [-0.156, 0.000, 0.067], [-0.134, 0.103, 0.084], [-0.087, -0.014, -0.058], [0.029, 0.030, 0.027], [-0.114, 0.116, 0.015], [0.059, 0.042, 0.010], [0.009, 0.017, -0.068], [0.030, 0.011, 0.003], [-0.001, 0.081, 0.039], [0.058, 0.129, -0.035], [0.058, -0.093, 0.002], [0.000, 0.012, 0.010], [0.093, -0.056, 0.010], [-0.014, -0.030, -0.011], [-0.037, -0.038, -0.003], [-0.071, -0.012, 0.003], [0.074, -0.015, 0.012], [-0.052, -0.102, -0.075], [0.062, -0.006, 0.004], [0.030, -0.062, 0.155], [0.003, 0.029, 0.044], [-0.164, -0.007, 0.045], [-0.031, -0.033, -0.027], [0.014, -0.029, -0.037], [-0.005, -0.056, -0.023], [0.065, 0.035, -0.023], [-0.069, 0.050, 0.008], [0.076, 0.024, 0.050], [0.096, -0.014, -0.004], [-0.037, -0.066, 0.019], [-0.009, -0.036, -0.047], [0.048, 0.066, 0.038], [0.101, 0.000, -0.043], [0.003, 0.057, 0.035], [-0.064, 0.059, -0.016], [0.019, 0.052, -0.079], [-0.027, -0.012, -0.009], [-0.015, -0.039, 0.032], [0.031, -0.041, -0.045], [0.005, 0.093, -0.017], [-0.040, -0.012, 0.039], [0.000, 0.061, -0.087], [-0.017, -0.007, -0.022], [0.019, 0.002, 0.025], [0.012, 0.015, 0.043], [-0.038, -0.022, -0.022], [0.006, -0.028, -0.051], [-0.050, 0.026, -0.005], [-0.066, 0.018, 0.048], [-0.002, 0.026, -0.008], [-0.040, -0.026, -0.007], [0.003, 0.005, -0.010], [0.058, 0.023, 0.021], [-0.004, -0.013, 0.028], [0.034, -0.004, -0.018], [0.005, -0.030, 0.004], [-0.009, -0.036, 0.000], [-0.024, 0.001, -0.021], [0.022, 0.013, -0.033], [0.015, -0.001, -0.046], [-0.038, -0.015, 0.001], [0.000, 0.017, -0.031], [-0.003, 0.014, 0.006], [0.076, -0.025, 0.056], [-0.016, 0.038, 0.089], [-0.048, -0.016, -0.008], [-0.017, 0.060, 0.046], [-0.016, 0.033, -0.018], [-0.007, 0.006, 0.034], [0.020, 0.041, -0.008], [0.036, -0.002, 0.029], [0.017, 0.001, -0.012], [-0.012, 0.002, -0.022], [-0.025, -0.012, -0.015], [0.019, 0.047, -0.047], [0.031, -0.029, -0.041], [-0.006, -0.028, -0.097], [-0.005, 0.019, 0.020], [0.043, 0.009, 0.034], [-0.035, -0.003, 0.028], [0.016, 0.015, -0.045], [-0.035, -0.022, -0.073], [-0.028, -0.049, -0.049], [-0.012, -0.051, 0.007], [-0.016, -0.024, 0.005], [0.009, -0.002, 0.005], [0.021, 0.018, -0.016], [-0.050, 0.038, 0.087], [0.022, 0.020, 0.006], [0.026, -0.026, 0.002], [-0.006, -0.032, 0.039], [0.015, 0.006, 0.039], [-0.065, -0.002, -0.008], [-0.008, -0.032, 0.021], [-0.028, 0.053, 0.024], [0.029, -0.023, -0.001], [0.060, 0.063, -0.013], [-0.006, 0.009, 0.017], [0.015, 0.005, 0.006], [-0.008, 0.029, 0.020], [0.035, -0.006, -0.003], [-0.006, 0.014, 0.033]], "s2": 3.795, "total_charge": 2, "homo_lumo_gap_ev": [6.3, 5.1], "multiplicity": 4}